C71H58ClO3P3ReSi | wB97M-V/def2-TZVPD

Structure (XYZ):
```
138
Properties=species:S:1:pos:R:3
Re -0.38998 0.19053 -0.03174
C 0.12392 -1.95997 -6.72284
C 0.94122 -2.52487 -5.75884
C 0.67172 -2.31547 -4.41734
C -0.43098 -1.56397 -4.02924
C -1.26508 -1.02487 -5.00394
C -0.97738 -1.21097 -6.34294
P -0.69808 -1.22557 -2.23984
C -0.06308 -2.78027 -1.46114
C -0.89318 -3.89267 -1.35924
C -0.39658 -5.10477 -0.91424
C 0.92642 -5.22347 -0.52964
C 1.75012 -4.11127 -0.57334
C 1.26252 -2.90577 -1.04584
C -2.56048 -1.46097 -2.26954
C -3.03648 -2.45807 -3.11304
C -4.39748 -2.68487 -3.22664
C -5.29278 -1.89537 -2.52274
C -4.81958 -0.90047 -1.68634
C -3.45438 -0.67937 -1.54894
Si -2.77748 0.60823 -0.33624
C -3.58308 0.28033 1.36616
C -4.84888 0.72933 1.71986
C -5.38318 0.43993 2.96406
C -4.66478 -0.33227 3.86486
C -3.39998 -0.78817 3.53336
C -2.85178 -0.46717 2.29626
P -1.23788 -1.17427 1.80576
C -1.73808 -2.92937 1.71556
C -2.81738 -3.20477 0.87576
C -3.31228 -4.49147 0.77876
C -2.73208 -5.50977 1.51956
C -1.66818 -5.23967 2.36196
C -1.17268 -3.95147 2.46746
C -0.14898 -1.01687 3.24996
C 0.98252 -1.82737 3.34206
C 1.78672 -1.76857 4.46526
C 1.49672 -0.86667 5.47646
C 0.42022 -0.00247 5.35036
C -0.40158 -0.07037 4.24036
C -3.06728 2.42543 -0.82094
C -4.31788 2.94353 -1.13234
C -4.49958 4.30753 -1.28994
C -3.43448 5.17583 -1.09874
C -2.17158 4.67243 -0.83794
C -1.97788 3.29773 -0.74204
P -0.32118 2.61753 -0.40844
C 0.01942 3.54333 1.11666
C -0.79428 3.25183 2.20996
C -0.69748 4.01293 3.35846
C 0.20092 5.07063 3.41346
C 1.01492 5.35433 2.32856
C 0.93182 4.58923 1.17636
C 0.84572 3.29233 -1.62974
C 0.46932 4.19383 -2.62004
C 1.41972 4.68073 -3.50074
C 2.73822 4.26703 -3.41444
C 3.11092 3.34513 -2.44844
C 2.17012 2.85593 -1.56174
H 0.33702 -2.10167 -7.77074
H 1.78372 -3.13257 -6.05294
H 1.31872 -2.74457 -3.66494
H -2.14728 -0.46787 -4.72294
H -1.61148 -0.77177 -7.09734
H -1.92818 -3.83027 -1.64404
H -1.04858 -5.96307 -0.88204
H 1.32352 -6.17607 -0.21724
H 2.78252 -4.20157 -0.26304
H 1.92432 -2.05757 -1.12204
H -2.35238 -3.05767 -3.69694
H -4.75258 -3.47217 -3.87564
H -6.35398 -2.04607 -2.64214
H -5.50858 -0.28097 -1.13394
H -5.41798 1.31483 1.01366
H -6.35808 0.81653 3.23516
H -5.09758 -0.58357 4.82046
H -2.83518 -1.39307 4.22956
H -3.27378 -2.39767 0.32066
H -4.14658 -4.70247 0.12526
H -3.12058 -6.51297 1.45516
H -1.22188 -6.02577 2.95256
H -0.37308 -3.75647 3.16286
H 1.21972 -2.49847 2.52576
H 2.64382 -2.41897 4.55836
H 2.12112 -0.83057 6.35466
H 0.21882 0.72163 6.12386
H -1.24448 0.59903 4.14356
H -5.15178 2.26973 -1.26084
H -5.47378 4.69933 -1.53774
H -3.58568 6.24353 -1.16174
H -1.34548 5.35353 -0.68564
H -1.50188 2.43133 2.14186
H -1.32968 3.79133 4.20346
H 0.26542 5.67513 4.30566
H 1.70162 6.18603 2.37416
H 1.57372 4.79423 0.33266
H -0.55618 4.52503 -2.69124
H 1.12712 5.39083 -4.25874
H 3.47392 4.65303 -4.10324
H 4.13952 3.02613 -2.38344
H 2.45522 2.12493 -0.81334
Cl 3.14472 2.45293 -6.81224
C 2.46572 1.63223 -5.46244
C 3.25272 0.74173 -4.72424
C 2.73262 0.09073 -3.62734
C 1.40462 0.29423 -3.24404
O 0.91122 -0.35527 -2.18044
C 0.61202 1.20083 -3.99284
C -0.72118 1.46033 -3.56464
O -1.30898 0.79333 -2.69384
C 1.15872 1.86733 -5.09974
H 4.27072 0.56423 -5.03344
H 3.34452 -0.58717 -3.05384
H -1.24628 2.31373 -4.01444
H 0.54502 2.55033 -5.66684
C 5.92632 0.03413 5.87126
C 5.12402 -0.05777 4.62136
C 5.34982 -1.08287 3.70326
C 4.57902 -1.23287 2.56976
C 4.83722 -2.41167 1.68076
C 3.55452 -0.28667 2.30276
C 2.71342 -0.47437 1.16206
O 1.73882 0.21283 0.84306
C 3.35982 0.79523 3.19646
C 2.35212 1.85553 2.91466
C 4.12752 0.87243 4.34126
H 6.22192 -0.95227 6.22246
H 5.36422 0.54993 6.64646
H 6.84252 0.59843 5.69036
H 6.13772 -1.79417 3.90096
H 5.63002 -3.02717 2.09866
H 5.15032 -2.09477 0.68606
H 3.94912 -3.03777 1.59146
H 2.99572 -1.31867 0.51626
H 1.34232 1.44033 2.91696
H 2.52152 2.30283 1.93416
H 2.41012 2.63613 3.66786
H 3.94462 1.67893 5.03616
```

As for the charge: +2. Its LUMO energy (alpha / beta) is -5.38 / -6.08 eV. As for the spin multiplicity: 4. The calculation puts the electronic energy at -4817.68209 Eh. As for the HOMO energy (alpha / beta): -0.4511 / -0.4641 Eh. The gap between HOMO and LUMO (alpha / beta) comes out at 6.9 / 6.5 eV. For the largest force on an atom, the calculation gives 2.0 eV/A.